# C30H26EuN8O10S4

A structure of composition C30H26EuN8O10S4 (ωB97M-V with the def2-TZVPD basis set, OMol25).

- multiplicity = 8
- Kohn-Sham gap (alpha / beta) (eV) = 6.6 / 6.7
- net charge = -2
- E_tot (eV) = -126600.670
- energy above the lowest of the compared OMol25 structures with the same formula, charge and spin (kJ/mol) = 119.7

Each line ends with the Mulliken spin population.
Element x y z (Å)
H: -1.8360 -20.7537 -0.3154  -0.001
H: -2.7082 -21.1149 8.4278  0.000
H: -5.0647 -17.7689 0.2233  0.000
C: -9.8937 -20.9538 0.0553  0.000
C: -5.2360 -17.2570 3.3651  -0.003
C: -7.1801 -29.7390 -1.9998  0.000
C: -5.1395 -18.0979 5.7314  -0.001
H: -6.8504 -25.7672 -1.5746  0.000
C: -12.1015 -20.0420 -0.0244  0.000
C: -3.2289 -21.4334 7.5284  0.000
N: -7.6903 -19.2022 2.0584  0.002
C: -6.4776 -25.6773 -0.5830  -0.005
H: -5.1369 -25.2191 2.9315  -0.002
C: -6.1885 -24.4047 -0.0634  0.002
N: -8.2733 -20.2155 1.5235  -0.002
C: -6.3059 -26.8220 0.2405  0.000
H: -6.2804 -16.7489 0.9939  0.000
H: -13.0932 -19.9919 -0.4140  0.000
N: -4.3284 -22.1113 5.1325  0.003
C: -2.4280 -21.8504 6.4691  0.000
O: -6.4883 -19.4179 2.3539  -0.002
C: -5.5555 -25.3930 1.9445  0.000
C: -6.1431 -30.4248 -0.1312  0.000
O: -4.7140 -32.6125 0.0068  0.000
H: -7.6490 -27.6514 -2.1170  0.000
O: -2.7788 -21.9716 2.9347  0.010
C: -9.5373 -19.9607 0.9424  0.000
H: -7.5959 -29.9534 -2.9996  0.000
C: -10.4138 -18.9928 1.3917  0.000
O: -7.6967 -21.4096 1.3826  -0.001
H: -1.7234 -19.0635 -0.8676  0.000
H: -6.3297 -23.4875 -0.6174  -0.004
N: -6.6516 -30.7559 -1.3415  0.000
O: -4.9625 -31.3658 2.0276  0.000
H: -5.7596 -18.9294 5.4112  0.001
C: -4.5551 -17.1723 2.1916  0.002
H: -2.7228 -17.2676 1.3259  0.000
H: -1.3536 -21.8173 6.4647  0.000
C: -4.4385 -17.6703 4.4675  0.004
C: -11.6985 -19.0409 0.8772  0.000
O: -6.9630 -32.4310 1.0472  0.000
C: -5.1979 -16.9346 0.9083  0.000
S: -5.6353 -31.8696 0.8560  0.000
C: -3.9435 -20.6489 -1.8222  0.000
N: -3.1944 -17.3275 2.2036  -0.001
H: -4.3491 -18.3819 6.4566  0.000
N: -5.6808 -24.2817 1.1978  0.027
H: -0.7146 -20.3269 -1.7137  0.000
O: -6.9260 -21.8651 4.5660  0.001
O: -7.3081 -21.0455 6.7023  0.000
S: -4.3238 -20.3431 -0.1765  0.004
H: -0.4705 -22.4672 3.3412  0.000
O: -2.6957 -20.3080 -2.2134  0.000
C: -3.0141 -22.1026 5.2722  0.002
H: -4.7224 -16.0374 0.4576  0.000
C: -7.1383 -28.4195 -1.5644  0.000
C: -1.6997 -20.1210 -1.1881  0.000
S: -0.7839 -17.3612 3.1750  0.000
H: -12.4556 -18.3447 1.2466  0.000
C: -5.1398 -21.7257 6.0841  0.002
C: -11.1726 -21.0031 -0.4533  0.000
C: -5.8775 -26.6658 1.5548  -0.002
O: -0.9789 -22.4696 4.1674  0.000
Eu: -5.3320 -21.9241 2.2386  6.967
C: -4.5864 -21.3491 7.3078  0.000
C: -6.6158 -21.5346 5.7460  0.001
H: -5.2431 -20.9382 8.0713  0.000
H: -5.7782 -17.2901 6.0850  0.000
H: -11.5148 -21.7669 -1.1705  0.000
C: -2.4543 -17.4852 3.3019  0.000
N: -6.0421 -29.2012 0.3677  0.000
C: -2.2559 -22.1579 3.9886  -0.001
H: -6.3004 -17.1903 3.4413  0.000
H: -10.1391 -18.2590 2.1376  0.000
S: -5.0233 -21.2304 -2.9533  -0.001
H: -9.1625 -21.7160 -0.2133  0.000
N: -3.1103 -17.7337 4.4651  0.000
C: -6.4997 -28.1793 -0.3490  0.000
H: -5.7586 -27.4924 2.2323  0.000



# C30H29Cl2N4OW

A structure of composition C30H29Cl2N4OW (ωB97M-V with the def2-TZVPD basis set, OMol25).

- multiplicity = 3
- Kohn-Sham gap (alpha / beta) (eV) = 5.1 / 5.5
- net charge = +1
- E_tot (eV) = -66439.120
- energy above the lowest of the compared OMol25 structures with the same formula, charge and spin (kJ/mol) = 1539.6

Each line ends with the natural charge from an NBO analysis.
Element x y z (Å)
C: 1.5200 -2.5711 1.3569  -0.627
H: 0.3879 -5.0610 1.6793  0.229
C: -2.5636 0.3844 -2.5375  -0.088
W: 0.4380 0.7271 -0.6304  1.435
H: -4.1771 -0.8065 1.5392  0.268
C: 0.1034 -2.9186 1.7938  -0.253
H: -4.1275 -0.7309 -3.5370  0.222
N: 2.0499 0.4675 -2.1908  -0.489
H: -2.0810 3.0644 5.1201  0.224
C: -2.9448 -0.3297 -1.3931  -0.445
H: -0.8558 3.3723 2.9749  0.236
C: -0.3073 -4.3117 1.3015  -0.598
C: 0.9060 1.7477 1.8631  0.631
H: 4.0355 -0.1785 1.6823  0.249
C: 0.4960 0.4306 3.9589  -0.190
C: 3.2915 0.2372 -0.2584  0.218
H: -2.8999 2.6992 1.1601  0.240
N: 1.6058 0.6479 1.3937  -0.485
C: 1.8700 0.3857 -3.5146  0.091
C: -0.6872 2.5008 3.5936  -0.172
H: 5.2685 0.3734 0.5449  0.245
C: -2.3535 1.7356 -5.0310  -0.196
H: -2.5420 -2.5780 2.6417  0.257
C: -1.5327 2.0845 -4.0082  -0.071
C: 4.3677 -0.2390 0.6479  -0.670
H: 4.6389 -1.2717 0.4241  0.235
C: -2.2876 -1.9392 1.8033  -0.153
H: 2.6595 -0.1023 -5.4297  0.236
H: 2.2212 -3.3112 1.7412  0.227
C: -3.2813 0.6775 -4.8595  -0.173
C: -1.4640 1.3564 0.2859  -0.428
H: -0.2880 -4.3474 0.2106  0.212
H: 1.5946 -2.5838 0.2646  0.206
C: 2.8461 -0.0695 -4.3668  -0.268
H: 1.2302 -0.2932 3.6308  0.226
H: 1.8147 -1.5809 1.7098  0.248
H: -1.6180 3.4304 0.2049  0.280
H: -2.2916 2.2674 -5.9697  0.246
H: -1.3090 -4.5891 1.6336  0.209
H: -3.9227 0.3930 -5.6820  0.238
C: -1.1169 1.1997 5.5662  -0.184
H: -2.9726 2.6339 -0.6176  0.219
C: -2.3067 2.5873 0.2510  -0.706
H: 0.3286 -0.7278 -1.4595  0.022
C: -1.3651 2.3240 4.7885  -0.217
C: -3.1720 -1.0997 1.2834  -0.381
C: -1.4972 1.3890 -2.7414  0.245
H: -3.7306 -1.0724 -1.3675  0.256
H: -1.6427 1.0648 6.5025  0.223
H: 0.0186 -0.6097 5.7711  0.219
H: 0.9078 0.7146 -3.8827  0.211
C: 3.2473 0.0827 -1.6529  0.120
H: 0.0499 -2.9106 2.8885  0.222
C: -0.9010 -1.9124 1.2968  -0.044
C: -3.3870 0.0470 -3.6686  -0.195
C: -0.6242 -0.9285 0.4442  -0.178
H: 4.8516 -0.8605 -4.4770  0.233
Cl: -2.2049 -0.0740 0.1248  1.162
C: 4.2782 -0.4119 -2.4755  -0.215
C: -0.1853 0.2555 5.1534  -0.213
Cl: -0.4145 3.3782 -4.2306  0.059
H: 5.2171 -0.7099 -2.0303  0.233
C: 0.2442 1.5547 3.1747  -0.103
N: 2.2338 0.9852 0.1997  -0.379
C: 4.0717 -0.4874 -3.8269  -0.140
N: -0.4632 1.6594 -1.9423  -0.637
O: 0.7246 2.7590 1.1761  -0.631



# C3H10NO

A cluster of 3 separate species, C3H10NO in total (ωB97M-V with the def2-TZVPD basis set, OMol25).

- multiplicity = 1
- Kohn-Sham gap (eV) = 4.2
- net charge = +1
- E_tot (eV) = -6796.425
- energy above the lowest of the compared OMol25 structures with the same formula, charge and spin (kJ/mol) = 760.8

Each line ends with the natural charge from an NBO analysis.
Element x y z (Å)
C: -2.6216 0.8451 -0.4109  -0.460
H: -2.8569 0.2098 1.5812  0.409
H: 2.4219 1.2567 0.2550  0.255
N: -2.2377 0.2033 0.7803  -0.495
H: 1.2156 -0.2189 -0.1374  0.278
H: -3.6396 0.6002 -0.7325  0.243
H: 0.3083 -1.4942 0.8695  0.495
H: 4.1632 0.0509 -0.9852  0.268
C: 2.2708 0.2572 -0.1368  -0.198
H: 3.1632 -1.4786 -0.9290  0.244
C: 3.2552 -0.4382 -0.6431  -0.300
H: -2.5547 1.9494 -0.3301  0.269
H: -1.3597 -0.3418 0.7480  0.416
O: 0.0425 -0.7947 0.2427  -0.658
H: -1.9291 0.5554 -1.1984  0.234



# C5H10O

A cluster of 2 separate species, C5H10O in total (ωB97M-V with the def2-TZVPD basis set, OMol25).

- multiplicity = 1
- Kohn-Sham gap (eV) = 10.5
- net charge = 0
- SMILES = C[C@H]1CCC1=O.[H][H]
- E_tot (eV) = -7393.091
- energy above the lowest of the compared OMol25 structures with the same formula, charge and spin (kJ/mol) = 161.6

Each line ends with the natural charge from an NBO analysis.
Element x y z (Å)
H: -1.3902 0.5709 1.7792  0.207
H: -0.7155 -0.9655 2.3521  0.214
H: -1.4913 0.8078 -2.0222  0.234
H: 3.4924 0.3816 -0.0363  -0.019
H: 0.2811 0.5052 2.3605  0.225
C: -0.0027 -0.3559 0.3958  -0.335
C: -1.0119 -0.9329 -0.6372  -0.399
C: 0.1660 0.8438 -0.5394  0.624
C: -0.6670 0.1956 -1.6444  -0.530
H: 0.9285 -0.9378 0.4254  0.232
H: -0.0522 -0.1238 -2.4928  0.236
H: -2.0456 -0.8840 -0.2816  0.208
O: 0.6896 1.9189 -0.4101  -0.523
H: -0.8046 -1.9493 -0.9794  0.213
H: 2.9439 0.8842 -0.0627  0.015
C: -0.4842 -0.0456 1.8048  -0.602



Which of these has the lowest E_tot? C30H26EuN8O10S4